# 1
DFT (ωB97M-V/def2-TZVPD) results for a single C25H25ClN4O4 molecule in a non-equilibrium geometry.

```
59
Properties=species:S:1:pos:R:3:forces:R:3
O 3.45638 2.04525 -2.14356 0.2 0.0 0.0
C 2.98312 2.17347 -1.02999 -0.4 0.2 0.1
N 1.64647 2.24211 -0.80046 -0.3 0.3 0.1
H 1.31122 2.35150 0.14366 0.1 0.0 0.0
C 0.69339 2.06255 -1.86106 0.0 0.3 -0.2
H 0.12079 2.98083 -2.03756 0.0 -0.2 0.0
H 1.27344 1.84346 -2.76493 -0.2 0.0 0.1
C -0.32860 0.95917 -1.61836 0.2 0.3 -0.1
O -1.49193 1.10552 -1.95502 -0.1 0.1 -0.2
N 0.08880 -0.17271 -1.00778 -0.1 -0.4 0.1
C 1.42291 -0.46639 -0.62334 0.6 -0.1 0.0
C 1.74149 -0.57096 0.72702 0.1 0.0 -0.1
C 3.02778 -0.89636 1.10858 0.0 -0.1 -0.1
C 3.99220 -1.11378 0.13615 -0.3 0.0 -0.2
C 3.67897 -1.03478 -1.21105 0.1 -0.1 0.2
C 2.38762 -0.72026 -1.59025 -0.2 0.0 0.3
H 2.13641 -0.65514 -2.63732 -0.1 0.0 -0.1
H 4.43718 -1.21060 -1.95653 0.1 0.0 -0.1
Cl 5.60751 -1.48290 0.61371 0.3 -0.1 0.1
H 3.28451 -0.97513 2.15304 0.1 0.0 0.1
H 0.97625 -0.39532 1.46815 -0.1 0.0 0.0
C -0.96168 -1.14289 -0.65217 -0.2 0.1 0.0
C -0.35498 -2.49280 -0.37371 -0.2 -0.3 0.0
C 0.14688 -3.22983 -1.44306 -0.1 0.0 0.2
C 0.74427 -4.45343 -1.20258 0.0 0.1 0.0
C 0.81223 -4.90049 0.10881 0.1 -0.1 -0.2
N 0.32765 -4.21710 1.12897 0.1 -0.4 0.5
C -0.23718 -3.04601 0.89729 -0.3 0.3 -0.1
H -0.61094 -2.52950 1.76940 0.0 0.1 0.0
H 1.27077 -5.84878 0.35572 0.1 -0.1 -0.1
H 1.14490 -5.04466 -2.01107 0.0 -0.1 -0.1
H 0.07073 -2.84339 -2.45017 0.0 0.1 -0.1
H -1.61287 -1.22321 -1.53345 0.1 0.0 0.2
C -1.76670 -0.52489 0.50744 -0.2 -0.3 -0.6
O -1.28978 -0.35912 1.61472 0.3 0.1 0.4
N -3.01070 -0.16371 0.16773 -0.3 -0.1 0.0
H -3.26830 -0.16197 -0.80836 0.3 -0.1 0.0
C -3.87600 0.59788 1.04498 0.1 0.0 0.2
H -3.36277 0.63724 2.00832 -0.1 0.0 -0.2
C -4.12778 2.00848 0.47736 0.0 0.0 -0.1
H -4.10243 2.74047 1.28460 0.0 0.0 0.0
C -5.52922 1.94521 -0.12516 0.0 0.1 0.2
C -6.27670 1.03820 0.84726 0.0 -0.1 -0.1
C -5.26420 -0.06543 1.15781 -0.1 0.1 0.1
H -5.33862 -0.86192 0.41573 0.0 0.0 0.0
H -5.42384 -0.50731 2.13926 0.0 -0.1 0.0
H -6.51656 1.59289 1.75541 -0.1 0.0 0.0
H -7.20248 0.64375 0.43167 -0.1 0.0 0.1
H -5.49467 1.48669 -1.11454 0.0 0.0 -0.1
H -5.98615 2.92866 -0.21907 0.0 0.0 -0.1
H -3.36729 2.27554 -0.25535 0.1 0.1 0.1
C 3.80569 2.23255 0.18198 1.3 -0.1 -0.2
C 5.16752 2.14503 0.31825 -0.9 0.1 -0.3
C 5.42680 2.17285 1.70428 -0.4 0.0 0.3
C 4.21025 2.27352 2.30997 0.8 -0.1 0.2
O 3.22434 2.31213 1.40430 -0.5 0.1 -0.2
H 3.92754 2.32721 3.34306 -0.1 0.0 0.1
H 6.38259 2.12071 2.18301 0.2 0.0 0.2
H 5.87371 2.06791 -0.48178 0.1 0.0 -0.2
```
Forces are in eV/Å.

Lowest unoccupied orbital energy in eV: 0.60
SMILES: O=C(NCC(=O)N(c1ccc(Cl)cc1)[C@H](C(=O)NC1CCCC1)c1cccnc1)c1ccco1

# 2
DFT (ωB97M-V/def2-TZVPD) results for 2 unconnected molecules or ions with the total composition C15H20Cl2F3N3O5S2 in a non-equilibrium geometry.

```
50
Properties=species:S:1:pos:R:3:forces:R:3
C -2.19447 -0.45879 2.79712 0.1 1.5 0.1
C -2.25706 0.19638 1.76576 0.6 -0.2 -0.2
C -2.21425 1.07056 0.46779 -1.3 -0.9 0.6
C -1.66998 0.33832 -0.81976 -1.8 1.5 -0.2
N -0.22212 0.01109 -0.70930 0.0 -1.3 0.1
C 0.05083 -1.38665 -0.16442 0.8 -2.5 -0.2
C -0.50234 -2.53989 -1.09820 -0.7 -0.5 0.8
C -0.00433 -3.91220 -0.43172 0.5 1.6 0.6
Cl -1.06122 -5.31326 -0.88785 0.8 0.9 0.1
C 0.58098 0.95388 0.16696 0.4 0.0 1.9
N 1.94960 0.95032 -0.39701 -0.3 2.4 -1.2
C 2.12741 1.76059 -1.32811 -1.3 -0.5 -1.8
S 2.01875 2.57295 -2.73534 0.7 -1.3 2.9
C -0.06936 2.35437 0.45914 -0.2 2.2 0.0
C 0.56911 3.13668 1.72653 -0.6 -1.1 1.3
C 2.04984 2.77403 2.06348 1.4 1.1 -1.0
O 3.00716 3.27646 1.53795 -1.8 -0.7 0.8
Cl 2.40476 1.48675 3.33297 -0.9 0.7 -0.8
N -1.53644 2.33426 0.79547 1.2 -2.0 0.4
O -2.10091 3.43431 0.19237 -0.8 1.1 -0.6
C -3.18386 4.00202 0.96542 -1.3 0.5 1.5
C -3.16155 3.67893 2.52058 -0.9 0.6 0.1
H -2.12128 -0.72714 3.88657 -0.2 0.0 -2.0
H -3.30275 1.33186 0.24276 1.4 -0.3 0.2
H -1.77317 1.07657 -1.68532 0.2 -0.8 1.2
H -2.34653 -0.52494 -1.06877 1.3 0.5 0.3
H 0.14061 -0.03833 -1.68278 0.1 0.4 0.7
H 1.17942 -1.55032 -0.09487 -1.4 0.7 -0.3
H -0.34641 -1.53698 0.87817 0.1 0.7 -1.2
H -1.64192 -2.56183 -1.02271 1.4 0.1 -0.3
H -0.16969 -2.45327 -2.17405 -0.2 -0.2 1.2
H 1.09887 -4.03743 -0.67533 -1.6 -0.5 0.0
H -0.10085 -3.76406 0.69518 0.0 -0.5 -1.4
H 0.66200 0.41520 1.17068 -0.2 0.7 -1.3
H -0.00260 3.11515 -0.39272 0.2 -1.5 0.6
H -0.06637 2.83804 2.62519 0.9 0.2 -1.2
H 0.40178 4.25501 1.61298 0.7 -1.4 -0.1
H -3.20339 5.13749 0.87103 0.6 -1.6 -0.4
H -4.19800 3.64772 0.57526 1.4 0.3 0.2
H -3.67440 4.56092 3.03527 0.6 -1.1 -0.7
H -3.82573 2.78552 2.75776 1.3 0.9 -0.2
H -2.13832 3.60757 2.98068 -1.1 -0.1 -0.6
C 4.62502 -4.18126 -3.06448 1.0 0.3 -0.3
F 5.63868 -5.07265 -3.04229 -0.6 0.1 0.1
F 4.98937 -3.17546 -2.23104 -0.4 -0.3 -0.1
F 4.61622 -3.65221 -4.30984 -0.3 -0.2 0.4
S 2.99692 -4.94069 -2.59889 -1.4 -1.4 0.2
O 3.18295 -5.45117 -1.25015 0.4 0.7 -0.2
O 2.76943 -5.97958 -3.58210 0.6 0.6 0.0
O 2.02961 -3.84484 -2.67599 0.6 0.4 0.0
```
Forces are in eV/Å.

Lowest unoccupied orbital energy in eV: -1.77